#w
Here is a single C3H5ClN4 molecule from the Open Molecules 2025 dataset. Energies are from ωB97M-V with the def2-TZVPD basis set.

Element x y z (Å)
H (0.789, -0.956, 1.948)
H (1.673, 1.151, 0.494)
Cl (1.456, 1.977, -2.254)
N (0.224, -0.012, 2.077)
C (-0.215, -0.024, -1.447)
N (-0.143, 0.327, 0.735)
C (-0.650, -0.623, -0.176)
N (0.752, 1.224, 0.144)
H (-0.394, -0.391, -2.467)
C (0.611, 0.959, -1.221)
H (-0.756, -0.143, 2.601)
H (-1.826, -1.987, -0.649)
N (-1.522, -1.502, 0.216)

Properties
- LUMO: 0.60 eV
- Structure (SMILES): [H]/N=c1\cc(Cl)[nH]n1N
- Gap between HOMO and LUMO: 8.949 eV
- E_HOMO: -8.4 eV

---

#x
Here is a single C3H5ClN4 molecule from the Open Molecules 2025 dataset. Energies are from ωB97M-V with the def2-TZVPD basis set.

Element x y z (Å)
Cl (0.222, 1.694, 1.930)
N (-0.431, -0.268, -1.155)
H (1.601, -1.118, 1.340)
H (-1.180, -0.279, -3.050)
H (-1.579, 0.854, 0.188)
H (-1.703, -1.509, -2.154)
N (-1.386, -0.490, -2.136)
C (0.915, -0.663, 0.712)
C (0.445, -1.171, -0.632)
N (0.807, -2.238, -1.315)
N (-0.634, 0.758, -0.276)
H (1.346, -2.731, -0.521)
C (0.181, 0.442, 0.846)

Properties
- LUMO: 0.75 eV
- Structure (SMILES): [H]/N=c1\cc(Cl)[nH]n1N
- Gap between HOMO and LUMO: 8.861 eV
- E_HOMO: -8.1 eV

---

Which one sits at the bottom of the stability order? #x does.

---

#w
Here is a single C3H4N2S2 molecule from the Open Molecules 2025 dataset. Energies are from ωB97M-V with the def2-TZVPD basis set.

Element x y z (Å)
C (0.134, -0.152, 1.463)
H (-1.754, 1.050, -1.828)
H (0.033, -0.447, 2.596)
S (0.474, 1.498, -0.827)
C (-1.207, 0.502, -0.942)
S (-0.852, -1.529, 0.494)
N (-1.751, -0.622, -0.575)
H (-0.163, 0.983, 1.366)
N (1.964, 0.542, -0.245)
C (1.723, -0.264, 0.790)
H (2.535, -1.037, 1.065)

Properties
- LUMO: 0.05 eV
- Structure (SMILES): C1=NSC=NSC1
- Gap between HOMO and LUMO: 8.482 eV
- E_HOMO: -8.4 eV

---

#x
Here is a molecular structure, C3H4N2S2 from the Open Molecules 2025 dataset. Energies are from ωB97M-V with the def2-TZVPD basis set.

Element x y z (Å)
S (-0.998, -0.279, 1.044)
H (0.866, -0.555, -1.910)
S (1.466, 1.402, 1.374)
H (-2.988, -0.279, -0.378)
C (-1.195, -0.613, -1.413)
N (2.832, 1.127, 2.016)
H (-1.515, -0.660, -2.483)
H (2.997, 1.058, 3.003)
C (-2.000, -0.508, -0.313)
C (0.127, -0.426, -1.089)
N (0.409, -0.265, 0.149)

Properties
- LUMO (spin up / spin down): -0.17 / -0.17 eV
- Gap between HOMO and LUMO (spin up / spin down): 7.271 / 7.271 eV
- E_HOMO (spin up / spin down): -7.4 / -7.4 eV

---

#y
Here is a single C3H4N2S2 molecule from the Open Molecules 2025 dataset. Energies are from ωB97M-V with the def2-TZVPD basis set.

Element x y z (Å)
S (3.289, -0.451, -0.152)
H (1.199, -1.537, 0.169)
C (-0.472, 0.522, -0.004)
S (-2.828, -0.791, -0.199)
C (1.700, -0.563, -0.111)
H (-2.062, 1.662, 0.043)
H (-0.770, -1.655, 0.560)
C (-1.237, -0.797, 0.058)
N (-1.095, 1.652, -0.104)
N (0.933, 0.467, -0.029)
H (1.343, 1.491, -0.231)

Properties
- LUMO: -1.75 eV
- Structure (SMILES): [H]/N=C(\C=S)NC=S
- Gap between HOMO and LUMO: 7.179 eV
- E_HOMO: -8.9 eV

---

#z
Here is a single C3H4N2S2 molecule from the Open Molecules 2025 dataset. Energies are from ωB97M-V with the def2-TZVPD basis set.

Element x y z (Å)
C (-2.848, -0.435, -0.277)
C (-0.323, 0.315, -0.133)
H (0.380, -1.534, 1.005)
N (0.625, -0.736, 0.296)
S (1.298, 2.214, -0.223)
H (3.138, -0.826, 0.036)
S (2.010, -1.325, -0.412)
C (-1.678, -0.175, -0.174)
H (1.637, 1.458, 0.797)
H (-3.946, -0.508, -0.646)
N (-0.294, 1.551, -0.268)

Properties
- LUMO: 0.34 eV
- Structure (SMILES): C#C/C(=N/S)NS
- Gap between HOMO and LUMO: 9.178 eV
- E_HOMO: -8.8 eV

---

Which one sits at the bottom of the stability order? #z does.

---

#w
Here is 2 unconnected molecules or ions with the total composition C3H4BrNO2 from the Open Molecules 2025 dataset. Energies are from ωB97M-V with the def2-TZVPD basis set.

Element x y z (Å)
C (-2.406, -1.332, 0.146)
C (1.171, 0.135, 0.071)
O (0.361, 2.232, 0.011)
H (0.704, 3.146, 0.003)
H (-1.798, -3.378, -0.547)
O (2.569, 1.919, -0.095)
N (1.475, 1.385, -0.013)
H (-2.692, -0.384, 0.500)
H (0.145, -0.186, 0.125)
C (-2.064, -2.413, -0.228)
Br (2.535, -1.124, 0.027)

Properties
- LUMO: 0.67 eV
- Structure (SMILES): [O-]/[N+](O)=C\Br.C#C
- Gap between HOMO and LUMO: 9.749 eV
- E_HOMO: -9.1 eV

---

#x
Here is 2 unconnected molecules or ions with the total composition C3H4BrNO2 from the Open Molecules 2025 dataset. Energies are from ωB97M-V with the def2-TZVPD basis set.

Element x y z (Å)
C (-1.483, -0.315, -0.728)
N (0.945, 1.090, -0.086)
H (0.968, 0.210, 1.803)
C (0.972, -0.063, 0.775)
O (1.254, 0.999, -1.227)
C (-0.937, -0.946, 0.289)
H (-1.043, 0.650, -1.047)
Br (2.275, -1.300, 0.208)
H (-1.122, -1.721, 0.968)
H (-2.273, -0.691, -1.306)
O (0.445, 2.087, 0.351)

Properties
- LUMO: -0.39 eV
- Gap between HOMO and LUMO: 9.618 eV
- E_HOMO: -10.0 eV

---

Which one sits at the bottom of the stability order? #x does.

---

#w
Here is a gas-phase ion, C10H18N3 (charge +1) from the Open Molecules 2025 dataset. Energies are from ωB97M-V with the def2-TZVPD basis set.

Element x y z (Å)
C (0.735, -2.005, 0.256)
H (-2.093, -0.296, -1.930)
H (-3.373, 0.622, 0.812)
H (2.109, -0.319, -2.003)
H (3.953, -1.193, -0.190)
H (2.258, 3.024, 1.237)
C (-1.321, -0.422, 0.644)
H (-3.303, -0.898, 1.628)
C (-1.581, 0.644, -1.720)
N (-0.919, 0.527, -0.451)
H (-0.950, 2.399, 0.300)
N (1.724, 0.991, -0.618)
C (1.807, -1.390, -0.130)
H (-0.895, -1.840, -0.874)
H (-0.893, 0.796, -2.541)
C (1.742, -0.222, -0.989)
H (1.933, 3.924, -0.214)
H (3.432, -2.860, -0.552)
H (0.985, -2.704, 1.049)
C (0.963, 1.888, -0.090)
C (3.238, -1.991, 0.060)
C (1.453, 3.181, 0.441)
H (-2.220, 1.505, -1.708)
C (-0.665, -1.769, 0.209)
H (0.530, 3.586, 0.899)
H (3.370, -2.284, 1.100)
C (-2.865, -0.428, 0.756)
H (-1.238, -2.494, 0.721)
H (-3.262, -0.878, -0.175)
N (-0.356, 1.696, -0.130)
H (-0.921, 0.135, 1.497)

Properties
- LUMO: -3.98 eV
- Structure (SMILES): CC1=C/C[C@H](C)N(C)\[NH+]=C(C)/N=C\1
- Gap between HOMO and LUMO: 8.749 eV
- E_HOMO: -12.7 eV
- Charge: +1

---

#x
Here is 2 unconnected molecules or ions with the total composition C10H18N3 from the Open Molecules 2025 dataset. Energies are from ωB97M-V with the def2-TZVPD basis set.

Element x y z (Å)
H (1.254, -0.297, 1.490)
H (-1.978, 2.593, -0.418)
N (3.693, 0.228, -1.322)
H (-1.589, 3.148, 1.959)
H (1.129, 0.301, -1.918)
N (1.407, -0.063, -1.019)
C (-1.320, -0.174, 2.143)
H (4.564, 0.330, -0.830)
C (-1.778, 1.824, 0.327)
H (-1.196, -0.945, 2.896)
H (2.250, -1.190, 2.454)
H (1.289, -2.106, 1.290)
H (-2.378, 1.073, -2.168)
N (2.915, -0.982, 0.471)
H (-1.648, -1.419, -2.975)
C (1.848, -1.191, 1.438)
C (-2.288, -1.044, -2.169)
H (3.662, 0.391, -2.315)
C (-1.805, 0.307, -1.649)
C (-1.769, -0.453, 0.859)
H (0.599, 0.124, -0.425)
H (-1.999, -1.477, 0.599)
C (2.661, -0.277, -0.635)
C (-1.409, 2.151, 1.604)
C (-1.767, 0.494, -0.162)
H (-0.634, 1.413, 3.453)
C (-1.110, 1.132, 2.522)
H (-0.792, 0.560, -1.962)
H (-3.303, -1.073, -2.557)
H (3.735, -1.565, 0.418)
H (-2.243, -1.813, -1.400)

Properties
- LUMO: -2.91 eV
- Gap between HOMO and LUMO: 9.138 eV
- E_HOMO: -12.1 eV
- Charge: +1

---

Which one sits at the bottom of the stability order? #w does.